{
  "formula": "C40H44ClGaN8O2PS",
  "method": "wB97M-V/def2-TZVPD",
  "elements": ["O", "P", "O", "S", "Ga", "Cl", "H", "H", "H", "H", "N", "C", "C", "C", "C", "C", "H", "H", "H", "H", "H", "N", "C", "C", "C", "C", "C", "H", "H", "H", "H", "H", "N", "C", "C", "C", "C", "C", "H", "H", "H", "H", "H", "N", "C", "C", "C", "C", "C", "H", "H", "H", "H", "H", "N", "C", "C", "C", "C", "C", "H", "H", "H", "H", "H", "N", "C", "C", "C", "C", "C", "H", "H", "H", "H", "H", "N", "C", "C", "C", "C", "C", "H", "H", "H", "H", "H", "N", "C", "C", "C", "C", "C", "H", "H", "H", "H", "H"],
  "positions_angstrom": [[1.03208, -0.24264, 3.53511], [0.10703, 0.59205, 4.66958], [-0.04474, 2.20336, 4.21965], [1.10488, 0.51766, 6.36607], [-1.98302, -0.43936, 5.07565], [-3.65565, 0.49503, 3.83740], [1.15910, -1.09560, 3.94598], [-0.97440, 2.39208, 4.13309], [-2.32161, -0.23922, 6.62404], [-1.85192, -1.97444, 4.65462], [-4.45570, -0.06962, -0.62322], [-3.84976, 0.00107, -1.81312], [-2.53184, 0.39135, -1.98788], [-1.79534, 0.73387, -0.86355], [-2.40163, 0.67160, 0.38014], [-3.72508, 0.26493, 0.44757], [-4.46540, -0.27392, -2.66339], [-2.09170, 0.42627, -2.97718], [-0.76119, 1.04447, -0.95659], [-1.86201, 0.92962, 1.28137], [-4.23352, 0.19790, 1.40106], [-0.21495, 0.36033, -4.74947], [0.48092, 1.45745, -4.44244], [1.83352, 1.60754, -4.70011], [2.50740, 0.55877, -5.30691], [1.80521, -0.59234, -5.62878], [0.45335, -0.63625, -5.33141], [-0.08622, 2.24802, -3.96336], [2.34534, 2.52052, -4.42857], [3.56663, 0.63610, -5.52172], [2.29328, -1.43641, -6.09752], [-0.13986, -1.51193, -5.56584], [-0.11323, -4.16305, -4.26387], [-0.93107, -3.40811, -3.52495], [-1.39716, -3.76897, -2.27171], [-0.99772, -4.98867, -1.75136], [-0.15176, -5.79210, -2.50054], [0.25962, -5.33489, -3.74120], [-1.21906, -2.46445, -3.97227], [-2.05426, -3.11128, -1.71869], [-1.33984, -5.30841, -0.77538], [0.18218, -6.75142, -2.12948], [0.92400, -5.92874, -4.36120], [0.81309, -3.24003, 6.88410], [0.10276, -4.06688, 7.65209], [0.66452, -4.97193, 8.53937], [2.04547, -5.02732, 8.63331], [2.80345, -4.17872, 7.84288], [2.14158, -3.30704, 6.99159], [-0.97305, -3.98870, 7.54081], [0.03640, -5.61630, 9.13996], [2.52437, -5.72161, 9.31333], [3.88432, -4.19074, 7.88629], [2.69121, -2.61906, 6.35856], [0.40356, -4.70393, -8.51501], [1.40355, -4.74624, -9.39990], [2.74096, -4.62479, -9.06024], [3.06476, -4.44473, -7.72446], [2.04435, -4.39545, -6.78819], [0.73739, -4.53166, -7.23031], [1.10244, -4.88500, -10.43251], [3.50853, -4.66918, -9.82126], [4.09885, -4.34360, -7.41768], [2.25401, -4.25339, -5.73679], [-0.08611, -4.49968, -6.53528], [3.66279, 3.08782, -1.78255], [4.34933, 4.18639, -1.46432], [5.70271, 4.35037, -1.71161], [6.38755, 3.31148, -2.32154], [5.69460, 2.15892, -2.65839], [4.34071, 2.10030, -2.36985], [3.76986, 4.96721, -0.98411], [6.20618, 5.26591, -1.43309], [7.44644, 3.39823, -2.53093], [6.19278, 1.32509, -3.13424], [3.75482, 1.22211, -2.61530], [0.62114, 7.34183, -2.47099], [-0.21017, 8.05872, -1.71081], [-0.66382, 7.65228, -0.46612], [-0.23538, 6.42831, 0.02238], [0.62598, 5.66570, -0.74919], [1.02186, 6.16641, -1.97900], [-0.52163, 9.00721, -2.13406], [-1.33590, 8.27768, 0.10553], [-0.56796, 6.07334, 0.98956], [0.98292, 4.70351, -0.40576], [1.69685, 5.60399, -2.61506], [-4.65491, 2.94513, 8.42779], [-5.89536, 3.26211, 8.80755], [-7.03773, 2.78377, 8.18881], [-6.88864, 1.92705, 7.10856], [-5.61228, 1.58377, 6.69404], [-4.53390, 2.11623, 7.38497], [-5.96212, 3.93692, 9.65454], [-8.01848, 3.07433, 8.54263], [-7.75729, 1.53185, 6.59594], [-5.45450, 0.92130, 5.85477], [-3.51769, 1.87258, 7.09954]],
  "orbital_gap_ev": 6.819,
  "charge": -1
}


{
  "formula": "C40H44F12N3O2PdS3Sb",
  "method": "wB97M-V/def2-TZVPD",
  "elements": ["Pd", "C", "C", "C", "C", "C", "N", "C", "C", "C", "C", "C", "C", "C", "C", "O", "C", "F", "F", "F", "C", "F", "F", "F", "C", "C", "C", "O", "C", "F", "F", "F", "C", "F", "F", "F", "H", "H", "H", "H", "H", "H", "H", "H", "H", "H", "H", "H", "S", "C", "S", "C", "N", "N", "C", "C", "C", "C", "C", "C", "S", "H", "H", "H", "H", "H", "C", "C", "C", "C", "Sb", "C", "C", "C", "C", "C", "C", "C", "C", "H", "H", "H", "H", "H", "H", "H", "H", "H", "H", "H", "H", "H", "H", "H", "H", "H", "H", "H", "H", "H", "H", "H", "H", "H", "H", "H"],
  "positions_angstrom": [[-0.27151, 0.03504, -0.14072], [0.44878, 7.00236, 1.25239], [0.71766, 5.55333, 0.92022], [1.78721, 5.17151, 0.11764], [1.99555, 3.84856, -0.20535], [1.15952, 2.80094, 0.25727], [1.37411, 1.51765, -0.20180], [2.67171, 1.10130, -0.43839], [3.70541, 1.48551, 0.43776], [5.01269, 1.06494, 0.28014], [5.36286, 0.23879, -0.77637], [6.77851, -0.25186, -0.97213], [4.35332, -0.14337, -1.65374], [3.02186, 0.24743, -1.51481], [1.89066, -0.30383, -2.41628], [0.99287, -1.03592, -1.71967], [2.43756, -1.27097, -3.51717], [1.45907, -1.81332, -4.24992], [3.08347, -2.32403, -2.96177], [3.31132, -0.69902, -4.38330], [1.21763, 0.93207, -3.19814], [0.05348, 1.30465, -2.67168], [0.95810, 0.67291, -4.50889], [2.02861, 2.01701, -3.20143], [0.08713, 3.19047, 1.10740], [-0.10935, 4.54454, 1.38829], [-0.88994, 2.13531, 1.67576], [-0.35658, 0.89575, 1.87767], [-1.43432, 2.56147, 3.09699], [-2.26343, 3.62881, 3.18491], [-0.39531, 2.83069, 3.90912], [-2.11597, 1.54306, 3.65297], [-2.11702, 2.06487, 0.67587], [-2.82988, 0.94938, 0.83136], [-1.69743, 2.11497, -0.62150], [-2.99875, 3.08477, 0.80876], [1.37997, 7.56337, 1.36358], [-0.11189, 7.08724, 2.18609], [-0.13997, 7.49396, 0.47019], [2.46400, 5.92732, -0.27532], [2.81070, 3.57992, -0.86661], [3.43454, 2.11569, 1.27661], [5.76715, 1.37842, 0.99843], [7.45841, 0.24011, -0.27245], [7.13439, -0.05180, -1.98716], [6.85231, -1.33240, -0.80969], [4.64596, -0.77547, -2.47884], [-0.95180, 4.84060, 1.99904], [-6.51887, -0.34310, -4.90027], [-5.27407, -0.17675, -3.79073], [-4.20440, -1.49245, -3.46974], [-3.31293, -0.54227, -2.26818], [-3.79773, 0.65064, -2.16254], [-4.88738, 0.86199, -3.01195], [-5.47860, 2.16336, -2.89604], [-6.52712, 2.60192, -3.70379], [-7.05951, 3.87195, -3.51414], [-6.56747, 4.72123, -2.53744], [-5.50666, 4.29141, -1.75021], [-4.96454, 3.03076, -1.92467], [-2.02305, -1.29527, -1.45174], [-6.92384, 1.96146, -4.47168], [-7.87172, 4.19811, -4.15397], [-7.00072, 5.70443, -2.39423], [-5.08450, 4.93866, -0.99093], [-4.13664, 2.70084, -1.32015], [2.51239, -3.59182, 2.85365], [2.29013, -2.52963, 1.78100], [3.21220, -2.78005, 0.58758], [2.56550, -1.14003, 2.35902], [0.24525, -2.41735, 0.96682], [-1.00307, -2.68287, 2.78312], [-0.51572, -1.68078, 3.83128], [-1.00787, -4.09364, 3.36762], [-2.41543, -2.28863, 2.34495], [-0.02367, -4.35619, -0.10445], [-1.52220, -4.62900, -0.24115], [0.59089, -4.17027, -1.49385], [0.63792, -5.53121, 0.60787], [3.58529, -3.63146, 3.09678], [2.21109, -4.58863, 2.53042], [1.97404, -3.35481, 3.77455], [4.25532, -2.60563, 0.88892], [2.98768, -2.10787, -0.24170], [3.13279, -3.80881, 0.22414], [3.64166, -1.02941, 2.55373], [2.02781, -0.97505, 3.29338], [2.27025, -0.34842, 1.67021], [0.39800, -2.02686, 4.32236], [-1.28910, -1.56474, 4.60570], [-0.33808, -0.69284, 3.39723], [-0.00246, -4.45277, 3.59786], [-1.48200, -4.80935, 2.69348], [-1.58496, -4.08973, 4.30541], [-2.42309, -1.29493, 1.89078], [-3.07852, -2.26054, 3.22291], [-2.83288, -2.99244, 1.62092], [-2.05766, -3.78164, -0.66813], [-1.97710, -4.88187, 0.71978], [-1.66341, -5.48735, -0.91479], [0.25142, -3.24915, -1.97155], [0.30425, -5.01960, -2.13308], [1.68077, -4.12415, -1.45185], [0.25207, -5.67785, 1.61819], [1.72207, -5.41407, 0.66458], [0.43479, -6.44816, 0.03339]],
  "orbital_gap_ev": [5.915, 5.832],
  "multiplicity": 3,
  "de_lowest_kcal_mol": 0.0,
  "charge": -2
}


{
  "formula": "C40H45AlF25NO28PS",
  "method": "wB97M-V/def2-TZVPD",
  "elements": ["C", "C", "C", "C", "C", "Al", "C", "C", "C", "F", "F", "C", "F", "F", "C", "F", "F", "C", "F", "F", "C", "F", "F", "C", "F", "F", "C", "F", "F", "C", "F", "F", "F", "P", "N", "O", "O", "S", "C", "O", "O", "H", "H", "H", "H", "H", "H", "H", "H", "H", "H", "H", "H", "H", "H", "H", "H", "H", "H", "H", "H", "H", "C", "C", "O", "C", "O", "O", "F", "H", "H", "H", "C", "C", "O", "C", "O", "O", "F", "H", "H", "H", "C", "C", "O", "C", "O", "O", "F", "H", "H", "H", "C", "C", "O", "C", "O", "O", "F", "H", "H", "H", "C", "C", "O", "C", "O", "O", "F", "H", "H", "H", "C", "C", "O", "C", "O", "O", "F", "H", "H", "H", "C", "C", "O", "C", "O", "O", "F", "H", "H", "H", "C", "C", "O", "C", "O", "O", "F", "H", "H", "H"],
  "positions_angstrom": [[-8.29680, -1.58314, -5.51920], [-7.67570, -0.55999, -4.58136], [-8.23304, -0.70709, -3.16531], [-6.12354, -0.55551, -4.55809], [-5.41525, -1.84754, -4.99822], [-3.63765, -2.22701, -4.16851], [-2.78223, -3.72157, -5.19586], [-1.78394, -4.64367, -4.44523], [-0.36139, -4.68281, -4.97318], [-0.26929, -4.37004, -6.30095], [0.17786, -5.94761, -4.86660], [0.64419, -3.73515, -4.28617], [1.84059, -3.81509, -4.93244], [0.19029, -2.47493, -4.45126], [0.87090, -3.97161, -2.74787], [0.20675, -3.01926, -2.06902], [0.39113, -5.18492, -2.37088], [2.36018, -3.96043, -2.33376], [2.92208, -5.03010, -2.96823], [2.97712, -2.85128, -2.78996], [2.71618, -4.15448, -0.79930], [3.94461, -3.60675, -0.61606], [2.81328, -5.48429, -0.58922], [1.84735, -3.59429, 0.37284], [2.46877, -4.05045, 1.49090], [0.61104, -4.12499, 0.36438], [1.81375, -2.02677, 0.49319], [2.02689, -1.42608, -0.68606], [2.83161, -1.66709, 1.32063], [0.52216, -1.46800, 1.15243], [0.75971, -0.17122, 1.46464], [-0.52816, -1.53110, 0.35624], [0.28964, -2.12931, 2.29804], [-2.37845, -0.21306, -4.02274], [-3.23129, 1.09718, -3.91613], [-1.27451, -0.32792, -2.79884], [-1.39582, -0.19845, -5.32444], [-4.03595, -2.84135, -1.94103], [-5.58937, -3.71087, -1.80565], [-4.27291, -1.57707, -1.22204], [-3.00161, -3.70588, -1.35098], [-8.19270, -2.59998, -5.14302], [-9.37004, -1.39304, -5.59330], [-7.88474, -1.52930, -6.52474], [-7.98658, 0.42392, -4.93632], [-8.22068, 0.27058, -2.68950], [-7.62010, -1.35865, -2.54359], [-9.26735, -1.05303, -3.14202], [-5.76504, 0.24196, -5.20518], [-5.79558, -0.27045, -3.55937], [-6.01842, -2.73411, -4.78114], [-5.23370, -1.84599, -6.07494], [-3.61455, -4.34998, -5.51593], [-2.36318, -3.30293, -6.10845], [-1.74168, -4.35845, -3.39456], [-2.11219, -5.67931, -4.48136], [-3.04180, 1.65403, -3.09186], [-1.72321, -0.01119, -2.00753], [-0.49174, -0.04703, -5.02360], [-6.30031, -3.16461, -2.42042], [-5.89012, -3.63843, -0.76406], [-5.49231, -4.73573, -2.14908], [3.58389, 0.12470, 3.92324], [2.69221, -0.97091, 4.46740], [2.66751, -0.66543, 5.85556], [2.88104, 0.66542, 5.99800], [2.69766, 1.27438, 6.99910], [3.32754, 1.19688, 4.84222], [3.22380, -2.20176, 4.29211], [4.63243, -0.15407, 3.98264], [3.33892, 0.41768, 2.90706], [1.67392, -0.96679, 4.08027], [-12.76700, 0.86259, -0.96607], [-11.48483, 0.79924, -0.15979], [-10.49542, 0.74372, -1.16429], [-10.99198, 1.35994, -2.27735], [-10.36103, 1.70938, -3.21047], [-12.33645, 1.53083, -2.15191], [-11.41643, -0.31485, 0.60937], [-13.11262, -0.14285, -1.21100], [-13.56319, 1.42137, -0.48272], [-11.30325, 1.66975, 0.47330], [6.79253, 3.23681, 2.55662], [6.94509, 1.82139, 2.03526], [6.28692, 1.88457, 0.78895], [6.36029, 3.17296, 0.33555], [6.13467, 3.50848, -0.77423], [6.75564, 3.98909, 1.33630], [6.32595, 0.90498, 2.83011], [5.85344, 3.35806, 3.09609], [7.61103, 3.56800, 3.18744], [7.97222, 1.49079, 1.87581], [3.19269, -6.62161, -5.77543], [3.25637, -7.90637, -4.97422], [3.56471, -8.86683, -5.97064], [4.23054, -8.23589, -6.97741], [4.83165, -8.78628, -7.83619], [4.11644, -6.89863, -6.83939], [2.08111, -8.22825, -4.39059], [2.19444, -6.46483, -6.18342], [3.50096, -5.74352, -5.21919], [4.03769, -7.92660, -4.21190], [4.06865, 4.55472, 8.21933], [5.48983, 4.41503, 8.71695], [6.19858, 4.05641, 7.53512], [5.51516, 4.55804, 6.47485], [5.96671, 4.67071, 5.37845], [4.29207, 4.95179, 6.84729], [5.64014, 3.43627, 9.64026], [3.54597, 3.60130, 8.23668], [3.49403, 5.30005, 8.74141], [5.92558, 5.33239, 9.11689], [3.56536, 8.13913, 5.53455], [2.17484, 8.66767, 5.23610], [1.38286, 7.97773, 6.18534], [2.16866, 7.66117, 7.24643], [1.77815, 7.26552, 8.29141], [3.47096, 7.85047, 6.93336], [1.75468, 8.36166, 3.98926], [3.75753, 7.21755, 4.98363], [4.35835, 8.85662, 5.34722], [2.05466, 9.74203, 5.38833], [2.86388, 7.74841, 12.82377], [4.09449, 7.71368, 11.93861], [3.94265, 6.48029, 11.26726], [2.60505, 6.18859, 11.20874], [2.13200, 5.37188, 10.50379], [1.92548, 6.99284, 12.05666], [5.24856, 7.70189, 12.65019], [3.05947, 7.24168, 13.76984], [2.48355, 8.74820, 13.00977], [4.14821, 8.51638, 11.20136], [2.66410, -0.75526, -6.17242], [3.40809, -0.67604, -7.48848], [2.43267, -1.10374, -8.41050], [1.19361, -0.82007, -7.89356], [0.19202, -0.83284, -8.51262], [1.31727, -0.50915, -6.57850], [4.47677, -1.51235, -7.53536], [2.74039, -1.75472, -5.74272], [2.98067, -0.01511, -5.44275], [3.74409, 0.32639, -7.76087]],
  "orbital_gap_ev": 6.275,
  "charge": -1
}


- Which value of charge does entry 2 give?
  -2


- Which formula does entry 3 have?
  C40H45AlF25NO28PS